Entry 1:
{"formula": "C20H43N8OS", "method": "ωB97M-V with the def2-TZVPD basis set", "elements": ["C", "C", "C", "N", "N", "C", "N", "S", "N", "C", "C", "C", "C", "C", "C", "C", "O", "C", "C", "N", "C", "H", "H", "H", "H", "H", "H", "H", "H", "H", "H", "H", "H", "H", "H", "H", "H", "H", "H", "H", "H", "H", "H", "H", "H", "H", "H", "H", "H", "H", "H", "H", "H", "H", "H", "C", "C", "N", "H", "H", "H", "C", "C", "N", "H", "H", "H", "C", "C", "N", "H", "H", "H"], "xyz": [[-2.32796, 2.42268, -4.16933], [-2.31236, 1.11958, -4.98347], [-2.91412, -0.07681, -4.24574], [-1.91325, -0.82298, -3.46269], [-2.04396, -0.62933, -2.05873], [-0.96094, -0.98243, -1.33294], [0.21454, -0.43629, -1.56000], [0.65173, 0.70498, -2.76907], [-1.13684, -1.86299, -0.28288], [-0.20327, -3.03033, -0.25476], [0.84399, -3.11648, 0.85107], [2.06763, -2.19753, 0.73916], [1.93717, -0.84708, 1.44447], [3.24692, -0.02978, 1.41159], [3.15995, 1.22718, 0.53211], [2.96027, 2.51658, 1.32868], [2.44635, 3.55581, 0.50532], [1.03401, 3.54897, 0.48979], [-1.53183, -1.24192, 0.98954], [-2.86011, -0.66691, 0.89334], [-3.35957, -0.29542, 2.22210], [-1.41291, 3.00058, -4.32097], [-2.41606, 2.22803, -3.09523], [-3.16282, 3.06526, -4.45224], [-1.28889, 0.86665, -5.27057], [-2.86290, 1.26179, -5.91630], [-3.70197, 0.27013, -3.56599], [-3.37904, -0.77638, -4.94282], [-1.94971, -1.81852, -3.64185], [-2.87037, -1.05911, -1.64382], [0.97121, -0.72900, -0.94938], [-0.27488, 1.59065, -2.37694], [0.31841, -3.04708, -1.21784], [-0.83300, -3.92290, -0.23896], [1.18692, -4.15235, 0.79705], [0.39172, -2.99791, 1.84138], [2.34369, -2.06371, -0.32038], [2.91758, -2.71933, 1.18785], [1.62399, -1.02488, 2.47596], [1.16697, -0.22331, 0.97547], [4.04709, -0.66443, 1.02079], [3.51760, 0.25978, 2.43097], [2.32012, 1.14872, -0.17018], [4.05465, 1.33037, -0.08719], [2.27990, 2.33569, 2.16950], [3.91664, 2.87116, 1.72088], [0.63666, 3.74964, 1.49159], [0.70336, 4.31579, -0.21109], [0.64172, 2.57477, 0.15714], [-0.79231, -0.49652, 1.32016], [-1.55649, -2.04932, 1.72249], [-2.78282, 0.20344, 0.37057], [-2.60357, 0.21567, 2.83472], [-4.21177, 0.37351, 2.10993], [-3.69621, -1.19079, 2.74893], [-1.12667, -7.86727, 0.71504], [0.08682, -7.07627, 0.55079], [1.06067, -6.47650, 0.44496], [-0.98321, -8.85367, 0.27765], [-1.35270, -7.97901, 1.77384], [-1.96451, -7.37981, 0.21994], [2.39548, 6.66908, -0.95553], [1.64595, 7.59481, -1.79596], [1.03702, 8.30638, -2.45994], [1.87218, 6.52113, -0.01264], [2.49435, 5.70764, -1.45648], [3.38858, 7.06250, -0.74770], [0.21176, 0.29119, 5.91937], [0.29857, 0.81053, 4.56046], [0.38297, 1.23658, 3.49692], [-0.78042, 0.48060, 6.32511], [0.40092, -0.78087, 5.92208], [0.95162, 0.78415, 6.54745]], "lowdin_charge": [-0.12, -0.24, -0.20, -0.05, 0.06, -0.37, -0.23, 0.89, -0.05, -0.13, -0.18, -0.20, -0.23, -0.18, -0.17, -0.22, -0.20, -0.12, -0.20, -0.10, -0.11, 0.07, 0.05, 0.08, 0.09, 0.11, 0.12, 0.12, 0.13, 0.15, 0.07, -0.11, 0.13, 0.12, 0.07, 0.11, 0.12, 0.12, 0.10, 0.06, 0.11, 0.11, 0.07, 0.12, 0.09, 0.13, 0.09, 0.08, 0.07, 0.11, 0.13, 0.10, 0.07, 0.09, 0.08, -0.06, -0.26, 0.14, 0.09, 0.09, 0.08, -0.08, -0.28, 0.13, 0.08, 0.08, 0.09, -0.05, -0.25, 0.16, 0.09, 0.09, 0.09], "e_tot_ha": -1698.9816, "molar_mass_g_mol": 443.7, "multiplicity": 1, "total_charge": 1}

=====

Entry 2:
{"formula": "C20H43NO6Si", "method": "ωB97M-V with the def2-TZVPD basis set", "elements": ["H", "N", "C", "C", "C", "Si", "C", "C", "C", "C", "C", "H", "H", "H", "H", "H", "H", "H", "H", "H", "H", "H", "H", "H", "H", "H", "H", "H", "H", "C", "C", "O", "C", "C", "O", "H", "H", "H", "H", "H", "H", "H", "H", "C", "C", "O", "C", "C", "O", "H", "H", "H", "H", "H", "H", "H", "H", "C", "C", "O", "C", "C", "O", "H", "H", "H", "H", "H", "H", "H", "H"], "xyz": [[2.34030, 0.62795, 1.13824], [2.83854, 0.62253, 0.22052], [2.58555, -0.59172, -0.41419], [3.27147, -0.74639, -1.93162], [1.64782, -1.76676, 0.24135], [-0.24227, -1.39844, 0.24290], [-0.78272, 0.09830, -0.84654], [-0.11491, 0.14137, -2.34318], [-1.04310, 0.83876, -3.50028], [0.00839, 1.26176, -4.73033], [0.14646, 2.89856, -4.89358], [2.42847, -0.92824, -2.75626], [3.81419, 0.26010, -2.27396], [3.98463, -1.67343, -1.99808], [2.02498, -1.90882, 1.36173], [1.84139, -2.80335, -0.30148], [-0.92011, -2.60739, -0.29043], [-0.68746, -1.29294, 1.65499], [-0.62153, 1.11851, -0.25061], [-1.95941, 0.00643, -1.00996], [0.86340, 0.81849, -2.24894], [0.23548, -0.95404, -2.60208], [-1.61056, 1.76246, -3.05806], [-1.76937, -0.01105, -3.90730], [-0.27071, 0.70510, -5.72142], [1.09543, 0.87806, -4.42988], [0.62832, 3.19074, -5.92008], [-0.91583, 3.37569, -4.73765], [0.88508, 3.28354, -4.03869], [-1.67575, -1.93506, 6.96746], [-0.17308, -1.78323, 7.10633], [0.50020, -2.20894, 5.90970], [0.70578, -1.42591, 4.82390], [-0.04329, -0.13036, 4.71465], [1.43526, -1.80571, 3.91336], [-2.07180, -1.30852, 6.16447], [-2.17906, -1.66147, 7.89951], [-1.93396, -2.96945, 6.71746], [0.12456, -0.76851, 7.38649], [0.17913, -2.44079, 7.90956], [-0.95411, -0.29201, 4.13386], [0.59335, 0.59564, 4.19571], [-0.29300, 0.31792, 5.67446], [3.06215, 4.01541, -1.14228], [4.04683, 4.80351, -1.98469], [3.36106, 5.70447, -2.87038], [2.94080, 6.94593, -2.52903], [2.91766, 7.32781, -1.07814], [2.51794, 7.71593, -3.38563], [2.46767, 4.66932, -0.49949], [3.58682, 3.29316, -0.50986], [2.35663, 3.47625, -1.78314], [4.78957, 5.33321, -1.38095], [4.60617, 4.10930, -2.62252], [1.92167, 7.13457, -0.67353], [3.14011, 8.39820, -0.99766], [3.66589, 6.81715, -0.47486], [-4.67109, -5.13221, -1.81328], [-3.36236, -4.91436, -1.07834], [-3.43694, -3.75974, -0.22526], [-3.93205, -3.76664, 1.03537], [-4.71459, -4.96035, 1.49815], [-3.80469, -2.78332, 1.75809], [-5.49451, -5.32623, -1.12154], [-4.59097, -5.97896, -2.50138], [-4.94233, -4.23800, -2.38420], [-3.04017, -5.79765, -0.51912], [-2.57263, -4.70749, -1.80988], [-5.77845, -4.77636, 1.33262], [-4.53338, -5.09941, 2.57030], [-4.42294, -5.89284, 1.01861]], "lowdin_charge": [0.03, 0.06, -0.35, -0.09, -0.29, 0.64, -0.35, -0.30, -0.21, -0.26, -0.14, 0.06, 0.09, 0.08, 0.08, 0.09, -0.04, -0.04, 0.09, 0.09, 0.10, 0.10, 0.11, 0.12, 0.10, 0.10, 0.08, 0.08, 0.08, -0.07, -0.23, -0.01, -0.50, 0.00, 0.06, 0.07, 0.08, 0.09, 0.11, 0.12, 0.09, 0.09, 0.07, -0.07, -0.23, -0.01, -0.51, 0.00, 0.08, 0.07, 0.07, 0.07, 0.11, 0.12, 0.10, 0.09, 0.07, -0.07, -0.23, -0.04, -0.51, 0.00, 0.07, 0.07, 0.08, 0.09, 0.12, 0.12, 0.10, 0.10, 0.07], "e_tot_ha": -1583.3779, "molar_mass_g_mol": 421.7, "smiles": "[H]/N=C(/C)C[SiH2]CCCCC.CCOC(C)=O.CCOC(C)=O.CCOC(C)=O", "multiplicity": 1}

=====

Entry 3:
{"formula": "C20H43O2P3Y", "method": "ωB97M-V with the def2-TZVPD basis set", "elements": ["Y", "P", "P", "P", "H", "C", "C", "H", "C", "C", "C", "C", "C", "C", "C", "C", "C", "H", "H", "H", "H", "H", "H", "H", "H", "H", "H", "H", "H", "H", "H", "H", "H", "H", "H", "H", "H", "H", "H", "H", "H", "H", "H", "H", "H", "H", "C", "C", "C", "C", "C", "C", "O", "H", "H", "H", "H", "H", "H", "C", "C", "C", "O", "H", "H", "H", "H", "H", "H"], "xyz": [[-0.76178, 0.17338, 1.02786], [-2.74543, 0.70171, -1.14901], [-1.16532, -2.45841, 0.08426], [0.29248, 2.53663, -0.16655], [7.91002, -3.59256, -1.15436], [8.23775, -2.69558, -0.62110], [8.40133, -2.68775, 0.70677], [8.21215, -3.57683, 1.31451], [-2.65359, 0.78228, -2.97283], [-4.28111, -0.33421, -1.09782], [-3.66096, 2.29358, -0.93651], [0.19877, -3.46415, 0.75915], [-2.58936, -3.34086, 0.82660], [-1.20380, -3.09883, -1.62965], [2.01456, 2.75140, 0.39848], [-0.36580, 4.16057, 0.36515], [0.55886, 2.86034, -1.94522], [8.46911, -1.82039, -1.23468], [8.76764, -1.80416, 1.23664], [-3.67831, 1.02913, -3.34068], [-2.33174, -0.19460, -3.37347], [-1.93847, 1.55977, -3.29392], [-5.09428, 0.28146, -1.51153], [-4.56293, -0.67642, -0.09664], [-4.14795, -1.21872, -1.73722], [-3.84444, 2.74941, -1.92085], [-3.09048, 3.01379, -0.34710], [-4.63925, 2.14717, -0.44773], [-0.15460, -4.50004, 0.82562], [0.48606, -3.11406, 1.75940], [1.07755, -3.41902, 0.10483], [-2.91035, -4.15557, 0.15250], [-3.42167, -2.63816, 0.98971], [-2.28375, -3.77718, 1.79427], [-1.17183, -4.20178, -1.58925], [-0.32648, -2.73051, -2.17761], [-2.12127, -2.78365, -2.14464], [2.23519, 3.82127, 0.37304], [2.71348, 2.22706, -0.26613], [2.13702, 2.38471, 1.42447], [0.48622, 4.85635, 0.44223], [-0.84335, 4.06571, 1.35465], [-1.08600, 4.55511, -0.37080], [1.32332, 3.64651, -2.03836], [-0.37140, 3.19710, -2.41995], [0.91945, 1.94687, -2.43061], [2.41488, -0.64508, 0.57395], [2.50494, -0.93258, -0.80986], [3.73797, -1.18493, -1.37036], [4.89827, -1.17381, -0.58238], [4.81222, -0.90903, 0.79360], [3.58283, -0.65718, 1.37849], [1.26806, -0.36602, 1.16006], [-0.74690, 0.08062, -0.98561], [1.57782, -0.95819, -1.38498], [3.79924, -1.41911, -2.43650], [5.86289, -1.40930, -1.05397], [5.71518, -0.92153, 1.41469], [3.43271, -0.47570, 2.44066], [-4.98784, 1.06186, 2.20845], [-3.54774, 1.10956, 2.50629], [-3.15288, 2.25931, 3.34825], [-2.73442, 0.22368, 2.03911], [-5.45210, 2.01071, 2.52384], [-5.44620, 0.26348, 2.81790], [-5.27887, 0.87456, 1.15292], [-2.45508, 1.97331, 4.13331], [-2.75697, 3.09395, 2.73886], [-4.04331, 2.64353, 3.86733]], "lowdin_charge": [1.12, 0.79, 0.74, 0.74, 0.06, -0.10, -0.07, 0.06, -0.25, -0.24, -0.23, -0.26, -0.24, -0.25, -0.26, -0.25, -0.25, 0.05, 0.06, 0.08, 0.06, 0.05, 0.08, 0.03, 0.06, 0.07, 0.02, 0.05, 0.07, 0.05, 0.05, 0.07, 0.03, 0.07, 0.08, 0.05, 0.04, 0.06, 0.06, 0.05, 0.06, 0.03, 0.06, 0.08, 0.05, 0.05, -0.35, 0.01, 0.00, 0.05, 0.01, 0.06, -0.26, -0.03, 0.11, 0.14, 0.12, 0.14, 0.14, 0.02, -0.37, 0.02, -0.18, 0.11, 0.14, 0.08, 0.11, 0.11, 0.11], "relative_energy_kcal_mol": 42.7, "molar_mass_g_mol": 497.4, "multiplicity": 1, "total_charge": 3}

=====

Q: Look up the multiplicity of the second one.
A: 1